[1]
Formula: C50H58F6N5O6S2ScSi
Source: the Open Molecules 2025 dataset
Level of theory: the ωB97M-V functional and the def2-TZVPD basis

```
129
Properties=species:S:1:pos:R:3:forces:R:3
Sc 0.00744 0.54607 0.64286 -0.416 -1.297 -0.057
F -3.30877 2.82486 -5.27814 0.017 0.008 0.001
C -2.03545 3.04492 -4.96363 -0.011 -0.021 -0.012
F -1.88676 4.32216 -4.62232 -0.006 0.010 0.005
F -1.27674 2.79178 -6.02874 0.004 0.006 -0.027
S -1.49428 1.94649 -3.59139 0.070 0.132 0.021
O -0.13784 2.32790 -3.31011 -0.074 0.033 -0.033
O -1.74778 0.61646 -4.06297 -0.092 0.031 0.009
N -2.53254 2.40158 -2.49003 -0.137 -0.187 -0.074
S -2.23189 2.76987 -1.02165 0.135 0.252 0.177
O -1.01581 2.22159 -0.44212 0.043 0.341 -0.001
O -3.41637 2.68220 -0.21461 -0.003 -0.040 -0.065
C -1.85861 4.57963 -1.10727 -0.053 -0.033 0.047
F -0.68232 4.78247 -1.68096 0.026 0.039 -0.035
F -1.83726 5.11301 0.12042 0.036 -0.062 0.030
F -2.80570 5.19362 -1.80988 0.000 0.027 -0.005
C 0.22327 -5.07101 0.52763 -0.012 -0.009 0.000
C -0.17161 -4.15670 -0.63309 -0.012 0.037 0.000
C 0.99882 -3.79830 -1.50790 0.015 0.007 0.015
C 1.31272 -4.54248 -2.63539 -0.015 -0.017 -0.007
C 2.45147 -4.26194 -3.38014 -0.007 -0.003 0.006
C 3.28052 -3.22600 -2.99174 0.000 -0.007 -0.002
C 3.00086 -2.45300 -1.86504 -0.061 0.042 -0.012
C 3.95797 -1.35019 -1.48283 0.027 -0.028 0.016
C 5.23155 -1.87297 -0.81653 -0.019 -0.011 0.016
C 1.84707 -2.74671 -1.12519 0.044 -0.082 -0.028
N 1.50192 -1.99983 0.02504 0.081 0.203 -0.018
C 2.16395 -2.23060 1.09203 -0.060 -0.055 0.026
C 1.94675 -1.49434 2.29456 -0.026 -0.053 -0.059
C 2.56801 -1.67724 3.52349 0.001 0.001 0.033
C 2.04154 -0.69686 4.37754 0.008 -0.023 -0.014
C 1.14415 0.02487 3.60850 0.012 -0.035 0.045
N 1.06138 -0.44407 2.33970 0.127 0.395 0.173
H -0.64648 -5.31528 1.14003 0.002 -0.007 0.001
H 0.95691 -4.58536 1.17248 -0.009 -0.023 -0.003
H 0.65887 -6.00247 0.16160 0.004 0.001 0.002
H -0.93365 -4.65186 -1.23988 -0.019 -0.005 -0.003
H -0.59840 -3.23701 -0.22530 -0.055 -0.019 0.021
H 0.66234 -5.36090 -2.92433 -0.004 0.001 0.000
H 2.68733 -4.84987 -4.25818 -0.005 0.006 -0.005
H 4.16716 -2.99562 -3.57333 -0.001 0.005 0.002
H 3.46182 -0.63822 -0.82111 0.016 0.006 0.002
H 4.23029 -0.80283 -2.38883 0.032 -0.052 0.021
H 5.00908 -2.37134 0.12786 -0.002 -0.007 0.015
H 5.92475 -1.05586 -0.61059 0.001 0.002 0.000
H 5.73836 -2.59467 -1.45958 0.003 -0.001 0.003
H 2.92337 -3.01852 1.12888 0.023 0.008 -0.016
H 3.30678 -2.43093 3.75088 0.008 0.010 0.004
H 2.27328 -0.53143 5.41746 0.004 0.001 0.003
H 0.56149 0.87283 3.92776 0.050 -0.001 -0.030
C -6.52816 -1.34781 0.94317 0.008 -0.010 0.003
C -5.99136 -0.08566 1.15275 0.009 0.005 -0.014
C -4.63873 0.05760 1.43744 0.021 0.061 0.007
C -3.78472 -1.04126 1.52842 -0.006 -0.141 -0.086
C -4.35344 -2.30379 1.31785 -0.014 -0.002 -0.030
C -5.70138 -2.46132 1.02812 -0.007 0.018 0.003
Si -1.90454 -1.01886 1.84904 0.017 0.079 0.174
C -1.87963 -1.42248 3.71947 -0.028 0.006 0.010
C -2.83224 -0.91113 4.60721 -0.055 -0.027 -0.002
C -2.78975 -1.19340 5.96607 0.002 -0.004 -0.016
C -1.79564 -2.02650 6.46571 0.013 -0.002 0.007
C -0.85851 -2.56989 5.59994 -0.009 -0.005 0.014
C -0.90007 -2.26503 4.24534 0.024 0.039 0.007
H -7.58133 -1.46464 0.72005 0.001 0.000 0.001
H -6.62428 0.79178 1.08603 0.002 -0.002 0.002
H -4.23729 1.05613 1.55139 -0.003 0.007 -0.023
H -3.72527 -3.18922 1.38015 -0.010 0.003 -0.006
H -6.10942 -3.45266 0.87205 -0.001 -0.003 -0.004
H -1.72295 0.57246 1.97270 -0.009 0.143 -0.023
H -3.65043 -0.31165 4.21740 0.006 -0.027 0.000
H -3.54193 -0.78583 6.63192 -0.005 -0.003 0.002
H -1.76097 -2.25872 7.52292 0.001 -0.002 0.001
H -0.08157 -3.22121 5.98105 0.000 -0.002 -0.001
H -0.13643 -2.66584 3.58679 -0.002 -0.015 0.008
C 5.34301 0.85593 -6.08281 0.005 -0.003 -0.003
C 4.19127 0.77025 -5.12244 -0.026 -0.026 -0.002
C 4.11941 1.60283 -4.01568 -0.019 0.047 -0.033
C 3.08452 1.51028 -3.09356 -0.065 0.055 -0.026
C 3.04050 2.52041 -1.97912 0.029 -0.019 0.012
C 2.09967 0.53187 -3.29870 0.153 -0.115 0.001
C 1.06993 0.23202 -2.32668 -0.295 -0.269 0.061
O 1.12356 0.46407 -1.11665 0.353 0.540 -0.282
C 2.10576 -0.27151 -4.46159 -0.028 0.011 0.050
C 1.00433 -1.25653 -4.76306 0.012 0.003 0.002
C 3.16434 -0.14730 -5.34119 0.033 0.027 -0.016
H 5.94686 1.74360 -5.90124 0.002 0.001 -0.002
H 4.99004 0.88161 -7.11431 0.002 0.002 0.000
H 5.98911 -0.01854 -5.98120 0.004 0.000 -0.002
H 4.88275 2.35947 -3.86880 0.001 0.003 -0.003
H 3.88066 2.38221 -1.29422 -0.019 -0.042 0.017
H 2.12652 2.48516 -1.40016 -0.040 0.026 -0.006
H 3.13248 3.51961 -2.40829 0.039 0.000 0.004
H 0.19423 -0.31673 -2.68577 0.022 0.053 0.015
H 1.19004 -1.73404 -5.72404 0.015 -0.007 0.004
H 0.03575 -0.75503 -4.81398 0.027 -0.017 -0.013
H 0.94390 -2.04447 -4.00979 0.010 0.009 0.011
H 3.19089 -0.77368 -6.22607 0.002 -0.003 0.000
C -2.63552 -2.11881 -2.25442 0.042 0.020 -0.041
C -2.81281 -0.76833 -1.63097 -0.020 0.094 -0.038
N -4.02319 -0.21177 -1.75132 0.028 -0.038 0.120
O -1.88495 -0.19239 -1.05094 0.112 -0.082 -0.005
H -3.54580 -2.48825 -2.72342 0.019 0.007 -0.025
H -2.32234 -2.80869 -1.47632 0.029 -0.058 0.045
H -1.84135 -2.05403 -2.99906 0.008 -0.017 0.011
H -4.79320 -0.72966 -2.13245 0.008 0.006 -0.003
H -4.20857 0.66417 -1.28825 -0.011 0.043 0.013
C -3.04511 2.61014 3.84550 -0.019 0.047 0.001
N -1.56897 2.57780 3.71539 0.032 -0.067 0.029
C -0.90606 2.79508 5.02292 0.010 -0.022 -0.001
C -1.11662 3.54805 2.64784 0.058 0.035 0.047
C 0.35955 3.45860 2.38882 0.007 0.064 0.035
C 1.16438 4.48082 2.89768 0.018 -0.013 -0.008
C 2.53916 4.43119 2.74854 0.001 -0.011 0.001
C 3.10211 3.33645 2.10574 0.012 0.017 -0.006
C 2.28781 2.32567 1.61730 -0.027 0.009 -0.126
C 0.88779 2.35166 1.71014 -0.072 0.041 0.067
H -3.35988 1.82229 4.52397 0.007 0.019 0.000
H -3.48181 2.45987 2.86133 0.008 -0.018 0.040
H -3.33223 3.58526 4.23483 0.001 0.006 -0.013
H -1.31796 1.63707 3.36473 -0.049 0.044 -0.032
H 0.17063 2.77864 4.88190 0.005 0.009 -0.001
H -1.21286 2.00305 5.70337 -0.003 -0.003 -0.004
H -1.21123 3.76807 5.40488 -0.009 -0.009 0.004
H -1.41226 4.53816 2.99965 -0.031 -0.006 -0.014
H -1.70587 3.28887 1.77547 -0.046 -0.036 -0.104
H 0.70890 5.32168 3.41282 0.001 0.004 -0.002
H 3.16255 5.22639 3.13639 0.001 0.003 -0.004
H 4.17789 3.26797 1.99442 0.002 0.001 -0.001
H 2.77537 1.47450 1.14389 0.011 -0.009 0.004
```
Forces are in eV/Å.

The lowest unoccupied orbital energy comes out at -0.2 eV. For the relative energy (zero: lowest compared OMol25 entry of this formula, charge and spin), the calculation gives 245.9 kJ/mol.

[2]
Formula: C6H12O2Si
Source: the Open Molecules 2025 dataset
Level of theory: the ωB97M-V functional and the def2-TZVPD basis

```
21
Properties=species:S:1:pos:R:3:forces:R:3
C -2.73098 -0.58294 1.14825 0.634 -2.263 -0.652
C -2.08456 0.52245 0.85602 -0.787 1.232 -0.342
Si -0.89697 0.55843 -0.57476 0.314 -1.378 -0.229
O -1.45055 1.00321 -2.07806 -1.232 2.607 0.710
C 0.11051 -1.11128 -0.60895 -1.358 -1.152 1.357
C 1.53132 -0.71844 -0.22079 -0.945 1.205 -1.777
C 1.60272 0.17441 0.99617 -2.137 -1.483 1.198
C 1.13239 1.59403 0.77044 0.520 1.825 0.928
O 0.16779 1.74713 -0.27085 1.315 0.355 0.518
H -3.56826 -0.74708 1.85369 0.705 0.209 -0.504
H -2.26432 -1.43379 0.57733 -1.276 0.082 0.991
H -2.46882 1.41514 1.32321 0.208 0.599 0.117
H -1.74796 2.00312 -2.04251 0.907 -3.016 -0.274
H 0.10368 -1.72527 -1.53096 -0.015 0.727 0.166
H -0.14425 -1.90058 0.19012 -0.481 1.311 -0.933
H 1.79587 -0.16615 -1.10834 1.129 0.495 -0.256
H 2.07793 -1.62061 -0.24187 1.158 -0.764 0.628
H 0.87286 -0.24285 1.74169 0.767 -0.122 -0.303
H 2.57374 0.13208 1.43883 0.652 0.271 0.368
H 0.67465 2.08677 1.74184 1.142 -1.030 -1.716
H 2.08638 2.12233 0.49702 -1.220 0.290 0.006
```
Forces are in eV/Å.

The lowest unoccupied orbital energy comes out at 0.8 eV. For the relative energy (zero: lowest compared OMol25 entry of this formula, charge and spin), the calculation gives 0.0 kJ/mol.

[3]
Formula: CH6N4O
Source: the Open Molecules 2025 dataset
Level of theory: the ωB97M-V functional and the def2-TZVPD basis

```
12
Properties=species:S:1:pos:R:3:forces:R:3
H 0.86537 -1.90132 -0.62307 0.000 0.114 -0.170
N 0.15647 -1.27680 -0.25999 0.658 0.782 -0.548
C 0.55263 -0.03206 -0.13233 0.214 -2.035 0.790
N 1.76524 0.48075 -0.51697 -0.330 -0.091 -0.380
N -0.20663 0.70068 0.73483 0.304 0.626 -0.399
N -1.36399 0.06893 1.18006 0.608 -2.626 0.141
O -2.37244 0.29089 0.17747 -0.046 -0.733 -0.229
H 1.94865 1.45480 -0.34776 -0.040 0.057 -0.033
H 2.16664 0.09850 -1.35951 -0.026 0.102 0.139
H -0.25527 1.70538 0.60599 -0.190 -0.265 0.235
H -0.96323 -1.10576 0.94856 -1.076 3.674 0.560
H -2.29343 -0.48396 -0.40729 -0.076 0.396 -0.107
```
Forces are in eV/Å.

The lowest unoccupied orbital energy comes out at 0.6 eV. For the relative energy (zero: lowest compared OMol25 entry of this formula, charge and spin), the calculation gives 352.0 kJ/mol.